Record 1
{"formula": "C2H2FO3S", "method": "ωB97M-V with the def2-TZVPD basis set", "gap_ha": 0.325, "e_homo_ha": -0.17578, "charge": -1, "symbols": ["C", "C", "O", "O", "O", "F", "S", "H", "H"], "positions_angstrom": [[0.4650, 2.1833, -0.5118], [-0.4580, 1.3335, -0.8908], [-0.4583, 2.0790, -3.7402], [-2.3278, 0.5386, -3.1492], [-0.1016, -0.4240, -3.6093], [-1.3282, 0.8094, -0.0212], [-0.8767, 0.7652, -3.2460], [1.2791, 2.6121, -1.2671], [0.5817, 2.3470, 0.4722]], "forces_ev_per_angstrom": [[2.0, 0.3, -4.3], [-0.4, -1.0, -3.9], [-0.1, -1.4, -0.1], [1.5, 0.2, -0.3], [-0.4, 1.4, 0.3], [-0.2, -0.1, 0.4], [-0.8, 0.7, 2.7], [-2.2, -1.1, 1.7], [0.5, 1.0, 3.5]]}


Record 2
{"formula": "C2H2FOSn", "method": "ωB97M-V with the def2-TZVPD basis set", "gap_ha": [0.260, 0.258], "e_homo_ha": [-0.52494, -0.52415], "charge": 1, "symbols": ["C", "C", "F", "O", "H", "H", "Sn"], "positions_angstrom": [[-0.7054, 0.1888, -0.0061], [-0.9957, -1.0638, 0.5224], [-1.6394, 1.0625, -0.4090], [0.0880, -0.3439, -0.9439], [-2.0223, -1.2487, 0.8357], [-0.4806, -2.0261, 0.5799], [1.4282, -0.2146, 0.5794]], "forces_ev_per_angstrom": [[-4.2, -5.1, -1.8], [-5.1, 1.0, 3.7], [1.5, -0.1, 1.4], [5.1, 3.2, -3.7], [-0.1, 0.1, 0.8], [0.8, 0.7, -0.3], [2.0, 0.2, -0.1]]}


Record 3
{"formula": "C2H2FOTl", "method": "ωB97M-V with the def2-TZVPD basis set", "gap_ha": 0.314, "e_homo_ha": -0.32368, "charge": 0, "symbols": ["F", "O", "Tl", "C", "C", "H", "H"], "positions_angstrom": [[3.9227, -0.8785, -0.0467], [0.6268, 0.4874, 0.2095], [2.3526, -0.5497, 1.2051], [-0.5527, 0.4249, -0.0279], [-1.8049, 0.3379, -0.3747], [-2.5908, 0.3274, 0.3800], [-1.9537, -0.1495, -1.3452]], "forces_ev_per_angstrom": [[0.9, -0.1, -1.2], [-5.2, 1.3, -2.1], [1.1, -1.2, 2.7], [3.0, 0.1, 0.3], [0.0, -0.8, 0.2], [0.2, 0.2, -0.3], [-0.1, 0.5, 0.3]]}


Record 4
{"formula": "C2H2GaO", "method": "ωB97M-V with the def2-TZVPD basis set", "gap_ha": 0.245, "e_homo_ha": -0.09127, "charge": -1, "symbols": ["C", "C", "H", "H", "O", "Ga"], "positions_angstrom": [[-2.6718, -0.0921, -0.4439], [-1.8087, -0.0259, 0.5064], [-2.8668, 0.6938, -1.1874], [-1.5380, -0.6924, 1.3325], [-0.9728, 1.5313, 0.9187], [-2.0369, 2.9403, 0.7525]], "forces_ev_per_angstrom": [[0.2, -0.3, -0.3], [-0.5, 1.0, 0.2], [0.2, -0.2, 0.5], [0.2, 0.7, -0.3], [-0.4, -0.8, -0.1], [0.2, -0.4, 0.1]]}


Record 5
{"formula": "C2H2HgLiO2", "method": "ωB97M-V with the def2-TZVPD basis set", "gap_ha": [0.221, 0.222], "e_homo_ha": [-0.51309, -0.51314], "charge": 1, "symbols": ["C", "C", "O", "O", "H", "Hg", "Li", "H"], "positions_angstrom": [[-0.9710, 1.1736, -0.5842], [-0.4598, 0.2741, 0.4245], [-0.1727, -1.0029, 0.0696], [-0.8246, 0.8553, -1.8388], [-1.7665, 0.5057, 0.5545], [2.4597, -1.0022, -0.5519], [1.4344, -1.6123, 0.8909], [0.3004, 0.8086, 1.0355]], "forces_ev_per_angstrom": [[4.2, -3.9, -12.9], [0.0, -2.5, 1.4], [-0.9, 3.5, 1.1], [-3.1, 3.9, 8.9], [1.0, -1.0, 1.3], [4.2, 2.0, -5.0], [-3.9, -2.2, 4.5], [-1.5, 0.1, 0.7]]}


Record 6
{"formula": "C2H2I2O2S", "method": "ωB97M-V with the def2-TZVPD basis set", "gap_ha": 0.316, "smiles": "O=C(OCI)SI", "e_homo_ha": -0.34604, "charge": 0, "symbols": ["O", "C", "O", "C", "I", "S", "I", "H", "H"], "positions_angstrom": [[0.9134, 0.1715, -0.9471], [0.7600, -0.1993, 0.1852], [-0.4691, -0.2910, 0.8128], [-1.5246, 0.0050, -0.0498], [-1.9272, 2.0602, -0.0834], [2.1149, -0.4625, 1.2535], [3.7666, -0.2735, -0.3874], [-2.2623, -0.6734, 0.3832], [-1.3716, -0.3371, -1.1670]], "forces_ev_per_angstrom": [[-0.8, -0.5, 0.2], [-0.6, 1.3, -0.5], [2.6, -0.3, -0.6], [-0.6, -2.0, -2.0], [-0.4, 0.3, 0.1], [-0.1, -0.4, 0.8], [0.6, 0.0, 0.0], [-0.8, 0.9, -0.3], [0.1, 0.8, 2.4]]}


Record 7
{"formula": "C2H2I2OS", "method": "ωB97M-V with the def2-TZVPD basis set", "gap_ha": 0.296, "e_homo_ha": -0.32157, "charge": 0, "symbols": ["C", "C", "O", "S", "I", "I", "H", "H"], "positions_angstrom": [[0.6504, 1.4045, 0.6762], [-1.3101, -1.3738, 0.2402], [0.1863, 0.6785, -0.1093], [-2.0050, -1.2168, -1.3956], [0.5130, -2.2898, 0.2420], [2.4767, 2.4898, 0.6563], [0.2866, 1.6878, 1.6622], [-0.7980, -1.3801, -1.9720]], "forces_ev_per_angstrom": [[0.4, 0.9, 1.4], [-2.0, 0.1, -1.2], [0.0, 0.0, -1.0], [1.6, 0.0, 2.0], [0.7, -0.6, 0.0], [0.6, 0.1, -0.6], [-0.8, -0.4, 0.1], [-0.4, -0.2, -0.8]]}


Record 8
{"formula": "C2H2I2S", "method": "ωB97M-V with the def2-TZVPD basis set", "gap_ha": 0.327, "smiles": "I[C@H]1S[C@@H]1I", "e_homo_ha": -0.34059, "charge": 0, "symbols": ["I", "C", "S", "C", "I", "H", "H"], "positions_angstrom": [[-2.4132, 0.6464, -0.0208], [-0.5357, -0.1050, 0.4371], [0.0617, -1.6906, -0.2369], [0.5292, 0.0160, -0.5015], [2.5614, 0.6479, 0.0401], [-0.6019, -0.0539, 1.7539], [0.3985, 0.5391, -1.4720]], "forces_ev_per_angstrom": [[-0.8, 0.3, -0.5], [-1.4, -0.7, 5.2], [-0.3, 0.5, -0.2], [2.3, 0.9, -0.9], [-0.8, -0.2, 0.1], [1.3, 0.0, -4.3], [-0.4, -0.7, 0.8]]}


Record 9
{"formula": "C2H2I4", "method": "ωB97M-V with the def2-TZVPD basis set", "gap_ha": [0.245, 0.246], "e_homo_ha": [-0.33019, -0.33047], "charge": 0, "symbols": ["C", "C", "I", "I", "I", "I", "H", "H"], "positions_angstrom": [[-0.4226, 0.1398, -0.5540], [0.2291, -0.0565, 0.7325], [-1.9434, -1.1958, -1.0823], [1.5652, -0.4813, -2.4488], [-1.2856, 0.1633, 2.3185], [1.8246, 1.3473, 1.0785], [-0.5951, 1.1422, -0.9160], [0.6278, -1.0591, 0.8716]], "forces_ev_per_angstrom": [[0.9, -0.7, -1.9], [0.4, 0.1, 0.8], [0.2, 0.2, 0.0], [-1.4, 0.5, 1.5], [0.4, 0.0, -0.3], [-0.3, -0.3, -0.1], [0.0, 0.1, 0.0], [-0.1, 0.2, 0.0]]}


Record 10
{"formula": "C2H2I4", "method": "ωB97M-V with the def2-TZVPD basis set", "gap_ha": [0.276, 0.237], "e_homo_ha": [-0.31581, -0.30701], "charge": 0, "symbols": ["C", "C", "I", "I", "I", "I", "H", "H"], "positions_angstrom": [[0.3999, -0.4551, -1.1821], [2.9885, -1.1550, 1.6911], [1.8327, 1.0334, -1.3272], [2.9490, -0.3901, 3.7127], [4.5918, -0.2618, 0.5722], [2.8110, -3.3280, 1.5937], [-0.6868, -0.2932, -0.7268], [0.2673, -0.9365, -2.1124]], "forces_ev_per_angstrom": [[-2.6, 1.1, 0.9], [1.0, -0.5, 0.7], [-1.0, -0.2, 0.0], [-0.2, -0.4, -1.0], [-0.4, -0.8, 0.7], [0.1, 1.4, -0.1], [2.8, 0.1, -0.4], [0.4, -0.8, -0.9]]}


Record 11
{"formula": "C2H2I4S", "method": "ωB97M-V with the def2-TZVPD basis set", "gap_ha": [0.302, 0.215], "e_homo_ha": [-0.34817, -0.31261], "charge": 0, "symbols": ["C", "C", "S", "I", "I", "I", "I", "H", "H"], "positions_angstrom": [[-2.6932, 0.1024, 0.7814], [2.2763, -0.1663, -0.6336], [0.7383, -0.7488, 0.0225], [-2.3378, 1.8865, -0.2026], [-3.9795, -1.3206, -0.0552], [2.7092, 1.9093, 0.0810], [3.8516, -1.5644, -0.1210], [-2.9729, 0.1570, 1.9078], [2.4078, -0.2550, -1.7802]], "forces_ev_per_angstrom": [[-1.4, -0.1, 1.9], [0.3, 0.1, -1.5], [0.7, 0.1, -0.3], [0.0, -0.3, 0.2], [0.4, 0.3, 0.0], [-0.2, -1.1, -0.5], [-0.2, 0.1, 0.3], [1.0, 0.2, -2.1], [-0.6, 0.8, 2.0]]}


Record 12
{"formula": "C2H2IN", "method": "ωB97M-V with the def2-TZVPD basis set", "gap_ha": 0.209, "e_homo_ha": -0.34985, "charge": 0, "symbols": ["C", "C", "N", "I", "H", "H"], "positions_angstrom": [[0.5851, 0.9447, 0.0989], [0.4398, -0.3851, -0.0129], [0.8421, 2.0867, 0.0125], [-2.7704, -0.8189, 0.0506], [0.9343, -0.7401, -0.9338], [-0.0309, -1.0874, 0.7847]], "forces_ev_per_angstrom": [[0.6, 4.3, 0.1], [-2.4, -3.9, 0.6], [-0.5, -1.7, 0.4], [1.6, 0.3, -0.2], [-0.7, -0.5, 0.6], [1.4, 1.4, -1.4]]}


Computed relative energy (zero: lowest compared OMol25 entry of this formula, charge and spin) (eV) in order:
2.153 1.844 0.855 0.183 4.017 1.262 2.624 0.740 0.694 3.924 3.357 2.505
Computed maximum force (hartree/bohr) in order:
0.093 0.138 0.112 0.021 0.273 0.057 0.049 0.105 0.042 0.058 0.045 0.090